Here is C13H8NO13OsS4 as an isolated structure from OMol25. Energies are from wB97M-V/def2-TZVPD.

ORCA input file:
```
! RIJCOSX wB97M-V def2-TZVPD def2/J DEFGRID3
* xyz -1 5
Os 0.185 -0.443 -0.104
O 0.789 -1.566 1.511
S 0.641 -0.720 2.765
O 0.171 -1.479 3.879
O -0.112 0.451 2.355
C 2.309 -0.209 3.161
C 2.805 -0.706 4.357
C 4.089 -0.397 4.780
C 4.889 0.411 3.994
C 4.401 0.907 2.794
C 3.115 0.614 2.365
S 2.651 1.398 0.815
O 1.647 2.395 1.133
O 3.871 1.895 0.252
O 2.112 0.282 -0.044
H 2.166 -1.341 4.954
H 4.453 -0.793 5.719
H 5.896 0.660 4.302
H 5.020 1.533 2.167
O -3.992 -1.524 0.426
S -2.940 -0.578 0.106
O -3.123 0.317 -1.029
O -1.614 -1.365 -0.036
O -0.730 1.845 0.145
O 0.347 2.782 -5.484
S -0.769 2.247 -4.760
O -2.020 2.107 -5.446
N -0.343 0.826 -4.042
C -0.367 0.938 -2.757
O -0.038 -0.058 -1.995
C -0.767 2.267 -2.211
C -0.889 2.706 -0.903
C -1.219 4.039 -0.677
C -1.433 4.907 -1.737
C -1.337 4.470 -3.055
C -1.004 3.150 -3.247
H -0.018 2.169 0.748
H -1.315 4.383 0.345
H -1.688 5.938 -1.530
H -1.510 5.136 -3.888
*
```

Summary:
energy above the lowest of the compared OMol25 structures with the same formula, charge and spin	0.0	kJ/mol
E	-87527.31682	eV
HOMO energy (spin up / spin down)	-0.236 / -0.243	hartree
frontier orbital gap (spin up / spin down)	8.6 / 7.7	eV